1.
Molecular formula: C3H7N5
Method: DFT, ωB97M-V/def2-TZVPD

Structure (XYZ):
```
15
Properties=species:S:1:pos:R:3:forces:R:3:nbo_charge:R:1
C 2.116 -0.252 0.817 0.5 -2.5 2.7 -0.467
C -1.704 0.289 0.537 2.4 -1.4 -1.3 -0.022
C -0.529 0.835 -0.114 -1.0 -0.4 0.7 0.326
H 1.331 -0.671 1.574 1.4 0.5 -1.3 0.213
H 2.336 0.791 1.223 0.0 -1.3 -0.9 0.206
H 3.136 -1.073 0.939 -3.1 2.8 -0.5 0.217
H 1.948 0.510 -1.072 -1.1 -2.8 1.0 0.354
H -0.834 -1.802 -1.318 0.2 0.7 3.0 0.382
H -2.440 0.852 0.971 -1.7 0.9 1.4 0.217
H 0.561 2.377 -0.772 -1.2 -1.4 1.3 0.348
N 1.544 -0.382 -0.540 1.3 3.7 -1.7 -0.446
N 0.113 -0.182 -0.666 2.9 -2.6 -1.0 -0.165
N -0.557 -1.354 -0.341 -0.6 -1.4 -2.0 -0.275
N -1.661 -0.970 0.387 -1.9 -1.5 -0.4 -0.188
N -0.201 2.001 -0.124 1.8 6.5 -0.9 -0.699
```
Forces are in eV/Å.

The frontier orbital gap is 0.3502 hartree. Its total charge is 0. The spin multiplicity is 1. Its LUMO energy is 0.75 eV. The structure (SMILES) is [H]/N=c1/cn[nH]n1NC. The energy above the lowest of the compared OMol25 structures with the same formula, charge and spin is 472.00 kJ/mol. As for the largest force on an atom: 6.84 eV/A.

***

2.
Molecular formula: C10H9BrO4
Method: DFT, ωB97M-V/def2-TZVPD

Structure (XYZ):
```
24
Properties=species:S:1:pos:R:3:forces:R:3:nbo_charge:R:1
C -3.609 -0.722 0.395 2.8 -0.4 0.9 -0.192
C -2.919 -0.811 -0.824 1.1 -0.1 -0.7 -0.220
C -2.902 -0.654 1.628 0.8 -0.4 -2.0 -0.201
C -1.522 -0.890 -0.829 0.0 0.1 3.3 -0.164
C -1.510 -0.776 1.617 0.2 0.6 -0.4 -0.189
C -0.820 -0.911 0.450 -0.7 -0.9 -3.7 -0.144
C 0.678 -1.063 0.479 0.1 0.8 0.0 0.800
C 2.240 1.132 -0.980 0.4 1.3 0.9 0.522
C 1.251 2.223 -0.760 -0.2 -0.4 -0.2 -0.729
C 3.530 1.191 -0.114 -0.6 -0.1 0.3 0.438
O 1.251 -2.074 -0.120 0.7 -1.7 -1.5 -0.673
O 2.164 0.353 -1.854 0.0 -2.1 -1.8 -0.511
O 3.910 2.176 0.398 0.3 0.6 0.2 -0.470
O 1.366 -0.229 1.001 0.3 1.3 1.2 -0.637
Br 4.485 -0.463 0.104 0.2 -0.4 -0.2 -0.025
H -4.626 -0.877 0.434 -2.3 0.2 -0.1 0.213
H -3.358 -0.875 -1.847 -0.3 0.2 1.2 0.226
H -3.368 -0.593 2.570 -0.9 0.1 0.8 0.218
H -0.949 -0.867 -1.711 0.5 -0.3 -1.1 0.220
H -0.776 -0.656 2.385 -0.6 -0.1 1.5 0.230
H 0.808 2.027 0.245 -0.1 0.4 -0.9 0.271
H 1.835 3.132 -0.741 -0.1 0.5 0.2 0.246
H 0.588 2.212 -1.673 0.3 0.0 1.4 0.243
H 2.253 -1.985 -0.252 -1.9 0.4 0.7 0.525
```
Forces are in eV/Å.

The frontier orbital gap is 0.3483 hartree. Its total charge is 0. The spin multiplicity is 1. Its LUMO energy is -0.14 eV. The structure (SMILES) is O=C(O)c1ccccc1.CC(=O)C(=O)Br. As for the largest force on an atom: 3.84 eV/A.

***

3.
Molecular formula: C17H16N6O5SSbSe4Tb
Method: DFT, ωB97M-V/def2-TZVPD

Structure (XYZ):
```
51
Properties=species:S:1:pos:R:3:forces:R:3:lowdin_spin:R:1
Tb 9.805 7.483 8.780 -0.8 0.4 1.1 6.058
O 9.986 4.954 3.551 -0.1 0.0 -0.6 0.000
C 9.493 5.722 4.569 -0.4 -0.6 -0.4 0.000
C 8.591 5.176 5.476 0.6 0.4 -0.6 0.000
C 8.291 5.956 6.555 0.1 0.5 0.4 0.001
N 8.800 7.172 6.672 0.0 0.7 -0.6 0.001
C 9.528 7.757 5.713 -0.2 -1.1 0.4 0.001
C 9.895 7.032 4.599 0.0 0.5 0.0 0.000
C 10.018 9.110 6.122 -0.1 0.4 0.4 0.000
O 10.171 9.942 5.246 0.3 0.4 0.3 -0.001
O 10.166 9.217 7.416 -0.2 0.7 -1.6 -0.012
C 7.558 5.516 7.804 0.4 -0.8 -0.1 0.000
O 6.812 4.558 7.661 -0.5 0.1 0.5 -0.001
O 7.927 6.138 8.865 -0.5 -0.3 -0.3 -0.011
H 10.494 4.236 3.924 0.1 -0.4 0.2 0.000
H 8.231 4.190 5.322 -0.3 -0.7 0.2 0.000
H 10.533 7.382 3.802 0.1 0.3 0.2 0.000
N 8.355 8.974 10.544 0.4 -0.6 0.2 0.000
C 7.826 8.228 11.652 -0.7 1.7 -1.0 0.000
C 6.708 8.619 12.339 0.0 0.4 -0.2 0.000
C 6.354 7.930 13.512 0.6 -0.4 0.2 0.000
C 7.118 6.869 13.931 -0.1 -0.3 0.0 0.000
C 8.208 6.390 13.163 0.0 0.5 -0.5 0.000
C 8.993 5.257 13.430 0.4 -0.7 -0.4 0.001
C 10.062 4.975 12.633 0.3 -0.5 -0.2 0.000
C 10.346 5.760 11.521 -0.2 2.1 -1.2 0.002
N 9.589 6.816 11.164 1.1 -2.0 1.2 -0.002
C 8.556 7.106 11.993 0.3 -0.5 0.4 0.000
H 7.758 9.721 10.260 -0.4 0.5 -0.1 0.000
H 9.263 9.350 10.850 -0.2 0.1 0.1 0.000
H 6.177 9.511 11.991 0.1 -0.3 0.3 0.000
H 5.561 8.244 14.166 -0.4 0.3 -0.1 0.000
H 6.885 6.373 14.867 0.0 0.0 -0.1 0.000
H 8.734 4.506 14.145 -0.3 0.0 0.8 0.000
H 10.731 4.118 12.698 -0.3 0.1 0.5 0.000
H 11.249 5.569 10.920 -0.6 -0.2 0.2 0.000
N 11.524 9.089 9.648 0.5 -0.4 0.5 0.000
N 12.479 8.466 10.503 0.7 0.3 -2.3 0.001
C 12.433 8.661 11.776 -0.6 0.4 3.0 0.000
N 13.432 8.117 12.486 -0.8 0.8 0.4 0.000
S 11.140 9.541 12.523 0.4 -0.1 0.0 0.000
H 12.040 9.399 8.840 0.0 0.1 -0.5 0.000
H 11.152 9.905 10.131 0.3 0.2 0.2 0.000
H 13.452 8.304 10.110 -0.6 -0.1 -0.1 0.000
H 14.177 7.677 11.993 0.8 -0.6 -0.3 0.000
H 13.491 8.262 13.481 -0.2 0.0 -0.3 0.000
Se 15.658 7.595 9.723 -0.9 0.2 0.0 0.000
Sb 14.179 5.598 9.398 0.0 0.1 0.4 -0.001
Se 11.886 6.032 8.097 1.4 -0.7 -0.2 -0.036
Se 15.498 4.074 8.175 0.3 -0.7 -0.8 -0.007
Se 13.550 4.669 11.571 0.0 0.1 0.1 0.000
```
Forces are in eV/Å.

The frontier orbital gap (alpha / beta) is 0.2010 / 0.2011 hartree. Its total charge is -2. The spin multiplicity is 7. Its LUMO energy (alpha / beta) is 3.85 / 3.86 eV. The energy above the lowest of the compared OMol25 structures with the same formula, charge and spin is 216.35 kJ/mol. As for the largest force on an atom: 3.13 eV/A.

***

4.
Molecular formula: C21H21N3S5V
Method: DFT, ωB97M-V/def2-TZVPD

Structure (XYZ):
```
51
Properties=species:S:1:pos:R:3:forces:R:3:lowdin_spin:R:1
V -0.071 1.136 -0.272 0.5 0.5 0.3 1.994
S 1.053 2.972 0.437 0.5 0.0 0.5 -0.037
C 1.753 2.210 1.904 -0.1 0.1 -0.1 0.007
C 1.896 2.929 3.086 0.0 0.1 0.1 -0.003
C 2.445 2.338 4.215 0.0 0.0 0.0 0.001
C 2.882 1.020 4.190 0.0 0.0 0.0 -0.001
C 2.768 0.289 3.019 0.0 0.0 0.0 0.001
C 2.195 0.882 1.905 -0.1 0.1 -0.1 0.004
S 2.032 0.014 0.359 0.0 -0.1 -0.1 -0.005
C 1.219 -1.557 0.780 -0.2 -0.1 0.0 0.002
C 0.111 -1.877 -0.198 0.0 0.3 0.0 0.002
C -0.322 -3.178 -0.372 0.1 0.0 0.1 -0.001
C -1.441 -3.414 -1.149 -0.1 -0.2 0.0 0.002
C -2.092 -2.352 -1.753 0.0 0.0 -0.1 0.000
C -1.588 -1.077 -1.582 0.0 0.0 0.0 0.005
C -2.231 0.114 -2.248 0.1 -0.1 0.2 0.006
S -2.321 1.542 -1.113 -0.3 -0.1 -0.2 0.006
C -3.348 0.824 0.157 0.1 0.0 -0.1 0.006
C -4.704 0.667 -0.119 0.0 0.0 0.0 0.000
C -5.530 0.076 0.818 0.0 0.0 0.0 0.002
C -4.987 -0.339 2.031 0.0 0.0 0.0 0.000
C -3.643 -0.159 2.304 0.0 0.0 0.1 0.001
C -2.784 0.433 1.374 0.0 0.1 0.0 0.004
S -1.088 0.714 1.805 -0.3 -0.1 -0.1 -0.010
N -0.504 -0.849 -0.815 -0.2 -0.6 -0.3 0.001
H 1.557 3.957 3.121 0.0 0.0 0.0 0.000
H 2.533 2.914 5.126 0.0 0.0 0.0 0.000
H 3.315 0.569 5.072 0.0 0.0 0.0 0.000
H 3.123 -0.734 2.976 0.0 0.0 0.0 0.000
H 0.762 -1.423 1.765 0.0 0.0 0.0 0.000
H 1.932 -2.377 0.817 0.1 0.0 0.0 0.000
H 0.196 -3.985 0.129 0.0 0.0 0.0 0.000
H -1.814 -4.423 -1.271 0.0 0.0 0.0 0.000
H -2.982 -2.502 -2.348 0.0 0.0 0.0 0.000
H -3.227 -0.134 -2.605 0.0 0.0 0.0 0.000
H -1.625 0.448 -3.091 0.0 0.0 0.0 0.000
H -5.107 1.019 -1.062 0.0 0.0 0.0 0.000
H -6.585 -0.048 0.614 0.0 0.0 0.0 0.000
H -5.624 -0.799 2.776 0.0 0.0 0.0 0.000
H -3.238 -0.470 3.259 0.0 0.0 0.0 0.000
C 4.594 0.512 -3.265 0.0 0.1 0.0 0.000
N 3.358 1.244 -3.031 0.0 0.0 0.1 -0.001
C 2.155 0.706 -2.906 0.1 0.2 0.1 0.004
N 2.051 -0.627 -2.994 -0.2 0.0 -0.1 0.000
S 0.810 1.750 -2.648 -0.1 -0.4 -0.1 0.010
H 5.399 1.236 -3.341 0.0 0.0 0.0 0.000
H 4.552 -0.040 -4.205 0.0 0.0 0.0 0.000
H 4.813 -0.167 -2.440 0.0 0.0 0.0 0.000
H 3.392 2.238 -2.868 0.0 0.0 0.0 0.000
H 2.827 -1.206 -3.272 0.0 0.0 0.0 0.000
H 1.128 -1.015 -3.073 0.0 0.0 0.0 0.000
```
Forces are in eV/Å.

The frontier orbital gap (alpha / beta) is 0.2375 / 0.2604 hartree. Its total charge is +1. The spin multiplicity is 3. Its LUMO energy (alpha / beta) is -3.56 / -3.19 eV. The energy above the lowest of the compared OMol25 structures with the same formula, charge and spin is 7.61 kJ/mol. As for the largest force on an atom: 0.76 eV/A.